C41H21BiN10O7S | wB97M-V/def2-TZVPD

Structure (XYZ):
```
81
C41H21BiN10O7S | OMol25 | wB97M-V/def2-TZVPD
Bi -15.74496 -1.75534 16.99655
C -20.33802 1.66765 13.75740
C -19.25277 2.00622 12.90374
C -17.94366 1.91278 13.42765
C -17.69884 1.39738 14.63506
C -16.52129 0.87406 15.27556
N -16.91689 0.25064 16.48994
C -18.22066 0.51296 16.73127
N -18.84221 0.22506 17.87231
C -18.24746 -0.47880 18.85237
C -18.88821 -0.62217 20.16628
C -20.12033 -0.13673 20.67906
C -20.37571 -0.32513 22.02158
C -19.33822 -0.80331 22.83460
C -18.10585 -1.17985 22.37501
C -18.00220 -1.25503 20.99072
C -16.75812 -1.43880 20.23074
N -15.62895 -1.78301 20.86579
C -14.48161 -1.66958 20.19877
N -14.23667 -1.36498 18.94419
C -12.83166 -1.15251 18.77446
N -12.23222 -0.74676 17.76454
C -12.75036 -0.34258 16.60673
N -14.07142 -0.15009 16.48160
C -14.25146 0.32498 15.18572
N -15.35096 0.89605 14.60532
C -13.02845 0.43166 14.56867
C -12.62167 0.85219 13.31725
C -11.33046 0.76596 12.92963
C -10.30912 0.10635 13.76503
C -10.69423 -0.19556 15.05184
C -12.06830 0.02204 15.42971
C -12.13994 -1.42792 20.09766
C -10.84341 -1.16930 20.47482
C -10.56219 -1.24517 21.83730
C -11.55767 -1.75136 22.64722
C -12.87566 -1.91604 22.27092
C -13.18390 -1.65950 20.94225
N -16.98809 -0.97237 18.99357
C -18.75293 1.16698 15.51376
C -20.01329 1.27800 15.09806
H -21.39859 1.47285 13.53622
H -19.62226 2.18589 11.85698
H -17.26003 1.98670 12.68207
H -20.82904 0.13317 19.90229
H -21.34597 -0.18206 22.48228
H -19.66704 -0.94827 23.85565
H -17.19900 -1.51766 22.84431
H -13.32757 1.23757 12.69799
H -11.02720 1.24838 11.97033
H -9.28844 0.00643 13.39108
H -9.96306 -0.60484 15.70889
H -10.08840 -0.91347 19.79821
H -9.59280 -1.19932 22.31756
H -11.37137 -1.94485 23.70617
H -13.76496 -2.14416 22.94060
H -20.86366 1.01627 15.72973
O -18.92977 -4.33818 18.15761
N -17.97638 -3.67441 17.76707
O -16.85082 -3.78537 18.24876
O -18.20098 -2.84589 16.82552
O -17.22194 -1.53549 13.21510
C -16.05454 -1.78236 13.47815
O -15.52245 -1.93059 14.60634
C -15.09599 -1.84891 12.36824
C -13.95173 -2.62344 12.50246
C -12.93492 -2.59505 11.55680
C -13.16307 -1.86528 10.41835
O -12.26683 -1.63138 9.31264
C -12.80031 -0.42759 8.84654
O -14.24114 -0.42396 9.06557
C -14.34668 -1.16647 10.24134
C -15.27677 -1.07310 11.18306
H -13.80631 -3.25066 13.47381
H -11.95458 -3.06008 11.75466
H -12.52677 -0.29919 7.77301
H -12.36029 0.33441 9.46370
H -16.23600 -0.61499 11.10263
S -13.72494 -4.33513 16.39241
C -12.43476 -4.80620 17.30378
N -11.46238 -5.21927 17.84150
```

## Properties
Frontier orbital gap (spin up / spin down) ... 4.5933 / 5.2565 eV
F_max ... 3.749 eV Å⁻¹
Spin multiplicity ... 1
Charge ... -2
HOMO energy (spin up / spin down) ... -1.96 / -2.33 eV